Density functional theory data (ωB97M-V with the def2-TZVPD basis set) for a 9-piece molecular cluster, C7H28O9 overall at a distorted geometry.

Summary:
total charge = +1
spin multiplicity = 2
LUMO energy (alpha / beta) = -4.677 / -8.503 eV
relative energy (zero: lowest compared OMol25 entry of this formula, charge and spin) = 0.0 kcal per mole

Last column: Löwdin charge in e.
Element x y z (Å)
C (0.61371, 1.03544, -1.22224)  -0.164
O (-0.39687, 1.56907, -0.36053)  -0.133
C (1.34151, -0.10649, -0.51296)  -0.143
C (2.30747, 0.36458, 0.58366)  -0.104
C (1.61506, 0.74136, 1.86921)  -0.215
C (1.95269, 1.85650, 2.52515)  0.183
C (-0.48746, 0.17910, 3.00099)  0.162
C (0.64929, -0.20525, 2.41446)  -0.043
H (0.06361, 0.69575, -2.14502)  0.132
H (1.28684, 1.82878, -1.51704)  0.133
H (-0.05740, 2.24991, 0.23524)  0.040
H (0.59458, -0.79339, -0.07287)  0.103
H (1.90224, -0.65290, -1.26813)  0.105
H (3.04049, -0.43877, 0.77731)  0.154
H (2.93320, 1.18569, 0.20238)  0.138
H (2.69424, 2.58027, 2.14785)  0.127
H (1.53015, 2.11913, 3.51454)  0.124
H (-1.18198, -0.52401, 3.44909)  0.101
H (-0.84138, 1.18293, 3.05686)  0.097
H (0.91828, -1.24809, 2.34108)  0.138
H (-2.12447, 1.83597, -0.68176)  -0.035
H (-3.28742, 1.68211, -1.59406)  0.061
O (-3.04713, 1.75322, -0.67915)  -0.010
H (-0.91869, -1.36484, -4.52867)  0.021
H (-1.04707, -1.31052, -2.97497)  0.040
O (-0.63706, -0.87259, -3.80835)  -0.074
H (0.50325, 3.63198, 1.92659)  0.011
H (-0.39109, 4.37904, 0.98612)  0.095
O (0.33681, 3.75134, 1.01808)  0.008
H (-1.23732, 0.19146, 0.37836)  0.017
H (-2.76236, 0.02884, 0.23417)  0.058
O (-1.96258, -0.44895, 0.42404)  -0.049
H (-1.97651, -2.94978, 2.25870)  0.088
H (-1.52696, -1.72556, 1.52499)  -0.003
O (-1.17456, -2.53021, 1.93408)  -0.055
H (2.34728, -0.54516, -4.37610)  0.026
H (1.04841, -0.97542, -3.61455)  -0.011
O (2.04080, -0.96630, -3.58209)  -0.087
H (-1.14364, -2.78779, -1.29428)  0.018
H (-1.83681, -1.46619, -0.97620)  -0.027
O (-1.70248, -2.08203, -1.67045)  -0.039
H (-0.51941, -3.39082, 0.59381)  0.000
H (0.75241, -3.66925, -0.26981)  0.069
O (-0.21168, -3.78812, -0.24754)  -0.057



Density functional theory data (ωB97M-V with the def2-TZVPD basis set) for a 8-piece molecular cluster, C14H24F3N5O19 overall at a distorted geometry.

Summary:
structure (SMILES) = O=C1OC[C@@H](F)O1.O=C1OC[C@@H](F)O1.O=C1OC[C@@H](F)O1.C[N+](=O)[O-].C[N+](=O)[O-].C[N+](=O)[O-].C[N+](=O)[O-].C[N+](=O)[O-]
LUMO energy = -0.357 eV
relative energy (zero: lowest compared OMol25 entry of this formula, charge and spin) = 66.6 kcal per mole

Last column: Löwdin charge in e.
Element x y z (Å)
C (3.05601, 6.96881, -5.58100)  -0.062
C (2.16559, 5.82483, -5.50352)  -0.411
O (2.23895, 5.57583, -4.12703)  0.139
C (3.51256, 5.79411, -3.77420)  -0.557
O (4.06111, 5.20829, -2.87112)  0.162
O (4.10949, 6.50549, -4.73485)  0.096
F (2.44604, 4.75883, -6.19088)  0.152
H (2.65363, 7.86589, -5.11042)  0.153
H (3.33188, 7.12172, -6.62438)  0.153
H (1.13399, 6.09880, -5.72456)  0.174
C (6.42752, 6.44187, 5.00021)  -0.039
C (5.33282, 7.09258, 5.87291)  -0.308
O (4.71287, 5.96908, 6.45868)  0.142
C (4.92476, 4.87139, 5.74456)  -0.532
O (4.16815, 3.90258, 5.81564)  0.137
O (6.00809, 5.07783, 4.97824)  0.077
F (4.53616, 7.79060, 5.05834)  0.083
H (7.47939, 6.61624, 5.22661)  0.137
H (6.28923, 6.81810, 3.98659)  0.135
H (5.73911, 7.81588, 6.57991)  0.168
C (0.96601, -3.62295, 4.86871)  -0.078
C (0.69837, -5.09026, 5.30492)  -0.247
O (-0.68814, -5.00832, 5.80870)  0.120
C (-1.13064, -3.72492, 5.70759)  -0.556
O (-2.15822, -3.30202, 6.18300)  0.156
O (-0.17227, -2.95297, 5.24627)  0.087
F (1.53172, -5.64819, 6.21655)  0.078
H (1.28770, -3.63069, 3.82730)  0.138
H (1.73660, -3.20004, 5.51325)  0.144
H (0.64180, -5.71710, 4.41499)  0.158
C (4.81220, -1.37486, -3.60086)  0.046
N (6.04148, -1.08841, -4.38739)  -0.454
O (6.21574, 0.06838, -4.67508)  0.066
O (6.85530, -1.98299, -4.65693)  0.040
H (4.24900, -0.44262, -3.64390)  0.099
H (5.24205, -1.56355, -2.61713)  0.103
H (4.31106, -2.25874, -3.99549)  0.099
C (-6.57815, -5.29083, -0.75204)  0.030
N (-5.88565, -5.83827, 0.46616)  -0.396
O (-4.62618, -5.89358, 0.42651)  0.027
O (-6.62108, -6.51932, 1.19059)  0.051
H (-6.17489, -4.34020, -1.10103)  0.095
H (-7.64537, -5.17209, -0.56484)  0.091
H (-6.52172, -6.09194, -1.48902)  0.101
C (-8.69537, 2.18036, 0.69454)  0.022
N (-9.16636, 0.81185, 0.81281)  -0.444
O (-8.53571, 0.10860, 1.61710)  0.052
O (-10.15050, 0.49541, 0.14611)  0.060
H (-7.63044, 2.09853, 0.91200)  0.098
H (-9.18322, 2.84890, 1.40388)  0.110
H (-8.78769, 2.37006, -0.37485)  0.102
C (-1.14548, -7.07116, -4.77004)  0.048
N (-2.17070, -7.74168, -5.66157)  -0.426
O (-1.83867, -8.76894, -6.15694)  0.075
O (-3.12888, -7.06435, -6.13461)  0.017
H (-0.42953, -6.55731, -5.41150)  0.102
H (-0.61021, -7.90318, -4.31252)  0.089
H (-1.63129, -6.49063, -3.98577)  0.095
C (-0.78402, 1.42578, 0.76024)  0.050
N (-1.42055, 0.30793, -0.05526)  -0.397
O (-0.64378, -0.60794, -0.39419)  0.034
O (-2.68278, 0.25040, -0.04824)  0.025
H (0.18266, 1.13212, 1.16941)  0.094
H (-1.49944, 1.49973, 1.57926)  0.095
H (-0.76205, 2.24328, 0.03961)  0.099



Density functional theory data (ωB97M-V with the def2-TZVPD basis set) for C19H55Br3ClN9O7P3 as an isolated structure at a distorted geometry.

Summary:
total charge = -1
LUMO energy = 2.197 eV

Last column: Löwdin charge in e.
Element x y z (Å)
Cl (1.32384, -0.29494, 1.61547)  0.622
O (0.22405, 0.61090, 1.49688)  -0.351
O (0.92379, -1.33799, 2.53856)  -0.398
O (1.59765, -0.84460, 0.28533)  -0.404
O (2.43762, 0.38867, 2.17815)  -0.351
C (0.89635, -4.25282, 0.42384)  -1.581
Br (1.69149, -5.71819, 1.38646)  0.554
Br (-0.95516, -4.08024, 1.00043)  0.641
Br (1.09619, -4.39988, -1.50509)  0.554
H (1.42284, -3.34523, 0.70294)  -0.055
O (-2.70825, 1.39756, -2.01774)  -0.260
P (-2.49920, 0.66301, -3.27130)  0.513
N (-2.32204, 1.79245, -4.53958)  -0.301
C (-2.78345, 1.61278, -5.88374)  -0.166
C (-1.25183, 2.79887, -4.40460)  -0.094
N (-3.79940, -0.29359, -3.70916)  -0.303
C (-5.10145, -0.02841, -3.11962)  -0.120
C (-3.80193, -1.24831, -4.83227)  -0.102
N (-1.16348, -0.33126, -3.33176)  -0.302
C (-0.38209, -0.49044, -2.08964)  -0.099
C (-0.48299, -0.75802, -4.55849)  -0.099
H (-2.72963, 2.52846, -6.48461)  0.078
H (-3.83921, 1.35539, -6.01006)  0.076
H (-2.20005, 0.88641, -6.47202)  0.064
H (-0.90316, 2.79336, -3.37491)  0.077
H (-1.59069, 3.75692, -4.78977)  0.077
H (-0.42908, 2.39973, -5.01574)  0.073
H (-5.76399, 0.18922, -3.97546)  0.072
H (-5.57186, -0.86413, -2.59512)  0.077
H (-5.06521, 0.90136, -2.55602)  0.074
H (-3.32566, -2.14404, -4.41178)  0.084
H (-4.82478, -1.54395, -5.04942)  0.077
H (-3.22346, -0.89519, -5.67805)  0.040
H (-0.00903, 0.48150, -1.77895)  0.083
H (-0.98684, -0.88364, -1.26409)  0.082
H (0.30352, -1.33494, -2.16885)  0.050
H (-0.21052, -1.79466, -4.35379)  0.081
H (0.36464, -0.09388, -4.74675)  0.082
H (-1.18694, -0.76668, -5.38569)  0.041
O (4.89033, 3.13283, 2.03530)  -0.255
P (5.81999, 2.74000, 0.98278)  0.546
N (5.66351, 1.14074, 0.47702)  -0.298
C (6.06768, 0.03802, 1.31825)  -0.121
C (4.75089, 0.74689, -0.61515)  -0.088
N (7.46837, 2.86727, 1.41498)  -0.295
C (8.56261, 2.15275, 0.75365)  -0.113
C (7.82337, 3.75657, 2.54255)  -0.105
N (5.69227, 3.62261, -0.47741)  -0.322
C (6.43041, 3.26784, -1.67635)  -0.145
C (5.46873, 5.07707, -0.27658)  -0.096
H (6.02200, -0.90887, 0.76972)  0.085
H (5.35629, -0.16048, 2.12853)  0.087
H (7.08594, 0.13187, 1.69474)  0.056
H (5.36971, 0.19562, -1.33806)  0.076
H (4.47720, 1.64663, -1.16017)  0.067
H (3.95942, 0.08546, -0.27050)  0.066
H (8.73258, 2.62878, -0.21983)  0.061
H (9.49874, 2.34154, 1.27681)  0.071
H (8.35463, 1.09020, 0.65441)  0.054
H (7.52547, 4.76750, 2.26597)  0.063
H (7.29455, 3.42542, 3.43921)  0.075
H (8.88039, 3.67898, 2.78357)  0.067
H (6.53440, 2.18753, -1.73732)  0.063
H (5.83955, 3.62213, -2.52817)  0.080
H (7.39329, 3.78455, -1.78292)  0.073
H (6.35480, 5.44372, 0.24545)  0.068
H (4.52062, 5.14464, 0.25270)  0.079
H (5.32607, 5.57406, -1.23504)  0.074
O (-3.72221, -0.26453, 2.14275)  -0.261
P (-4.16841, -1.42352, 2.94067)  0.553
N (-4.33003, -2.83879, 2.04405)  -0.286
C (-4.30996, -2.82934, 0.59324)  -0.135
C (-4.51480, -4.12917, 2.65971)  -0.138
N (-5.72833, -1.15022, 3.60042)  -0.308
C (-6.70039, -0.30645, 2.92155)  -0.116
C (-6.32717, -2.03995, 4.56275)  -0.174
N (-3.30270, -1.93640, 4.27610)  -0.302
C (-3.39151, -1.15097, 5.51628)  -0.111
C (-1.88988, -2.31396, 4.00792)  -0.106
H (-3.66777, -3.60537, 0.16731)  0.030
H (-3.97748, -1.86205, 0.22212)  0.076
H (-5.31633, -3.06980, 0.22595)  0.077
H (-4.79238, -4.88429, 1.91583)  0.082
H (-5.33357, -4.26865, 3.37123)  0.060
H (-3.64332, -4.55365, 3.16829)  0.066
H (-6.94952, -0.73466, 1.94203)  0.076
H (-7.63557, -0.18088, 3.46189)  0.073
H (-6.27084, 0.66664, 2.68523)  0.076
H (-5.60931, -2.66034, 5.09791)  0.064
H (-6.89291, -1.51400, 5.34108)  0.079
H (-7.00764, -2.72775, 4.03589)  0.078
H (-4.43421, -1.02101, 5.80049)  0.054
H (-2.90546, -1.73439, 6.29792)  0.080
H (-2.88577, -0.19161, 5.36715)  0.096
H (-1.82228, -3.33288, 3.60935)  0.018
H (-1.29397, -2.22363, 4.90504)  0.083
H (-1.51068, -1.75185, 3.14770)  0.058



Q: Which formula does entry 2 have?
A: C14H24F3N5O19



Q: Number 1 is which compound?
A: C7H28O9